The following is a quantum chemistry calculation of 14 unconnected molecules or ions with the total composition C42H84O42 at a distorted geometry, from the Open Molecules 2025 dataset.

Positions of all 168 atoms, in Å:
1 C 12.63720 -0.28253 2.68267
2 O 12.63681 -1.68890 2.38728
3 C 11.44266 -2.32879 2.22491
4 O 10.33076 -1.75110 2.25290
5 O 11.69306 -3.63482 2.19572
6 C 10.75211 -4.64037 1.88752
7 H 11.73355 0.05005 3.19346
8 H 12.58589 0.10800 1.66632
9 H 13.53824 0.04748 3.19970
10 H 10.14601 -4.70779 2.79097
11 H 11.15091 -5.61293 1.59914
12 H 10.09288 -4.45010 1.04057
13 C -6.06015 -1.28644 5.51364
14 O -6.18443 -0.64150 6.77154
15 C -7.43644 -0.13473 6.96827
16 O -8.46613 -0.12911 6.22682
17 O -7.30245 0.42731 8.17719
18 C -8.41538 1.19879 8.61024
19 H -5.27050 -2.03689 5.47638
20 H -5.95475 -0.51330 4.75255
21 H -6.96421 -1.84648 5.27465
22 H -8.28918 1.44255 9.66510
23 H -9.40566 0.74333 8.61222
24 H -8.40314 2.13965 8.06002
25 C -0.47595 -2.08573 -12.45374
26 O 0.07751 -1.76239 -11.20350
27 C 0.40618 -2.76002 -10.34939
28 O 0.30996 -4.00031 -10.51174
29 O 0.92648 -2.20858 -9.22871
30 C 1.04947 -2.88796 -8.00107
31 H 0.27686 -2.43666 -13.15959
32 H -0.90867 -1.12328 -12.72676
33 H -1.26846 -2.83091 -12.38507
34 H 0.09654 -3.36011 -7.76212
35 H 1.22047 -2.12141 -7.24526
36 H 1.83692 -3.63723 -8.08243
37 C 7.71251 -0.48718 8.72315
38 O 7.64303 -1.80108 9.24231
39 C 8.58769 -2.69585 9.25481
40 O 9.72571 -2.47246 8.89735
41 O 8.08450 -3.92794 9.56501
42 C 8.91191 -5.14500 9.48836
43 H 7.49212 -0.44287 7.65659
44 H 8.68174 -0.10779 9.04681
45 H 7.02803 0.12226 9.31322
46 H 8.16075 -5.90367 9.26867
47 H 9.44194 -5.36696 10.41459
48 H 9.56046 -4.93680 8.63738
49 C 2.51623 -0.67642 1.61061
50 O 1.62009 -1.21588 0.66706
51 C 0.39639 -0.72419 0.65652
52 O -0.18033 0.06897 1.43420
53 O -0.30495 -1.26825 -0.37662
54 C -1.59892 -0.83676 -0.70336
55 H 3.28645 -0.15686 1.04059
56 H 2.96130 -1.42443 2.26674
57 H 2.10715 0.17759 2.15043
58 H -2.37605 -1.58813 -0.56333
59 H -1.70289 -0.69185 -1.77866
60 H -1.86722 0.08724 -0.19116
61 C -6.87141 6.51106 -8.70982
62 O -5.75385 5.88122 -7.99211
63 C -4.79114 5.20386 -8.62067
64 O -4.72205 5.00239 -9.81220
65 O -4.07342 4.65479 -7.68780
66 C -3.03172 3.80211 -8.16238
67 H -7.71771 6.75734 -8.06856
68 H -7.22618 5.76619 -9.42214
69 H -6.55675 7.36550 -9.30902
70 H -3.45655 2.90534 -8.61342
71 H -2.42495 3.66654 -7.26708
72 H -2.28289 4.25590 -8.81154
73 C -1.52577 -6.90834 2.61684
74 O -0.16027 -6.97201 2.73119
75 C 0.45699 -6.46336 3.94015
76 O -0.15023 -5.96037 4.86467
77 O 1.76636 -6.57477 3.89582
78 C 2.51872 -6.28721 5.08705
79 H -1.91662 -7.61273 1.88255
80 H -1.88427 -5.97026 2.19310
81 H -2.14920 -7.10301 3.48951
82 H 2.11867 -5.39571 5.57002
83 H 3.58811 -6.37407 4.89477
84 H 2.29037 -6.98008 5.89693
85 C 3.92335 4.20745 -6.11933
86 O 3.12470 5.09526 -5.35526
87 C 3.11162 4.93467 -4.05031
88 O 3.58646 4.06953 -3.37937
89 O 2.39375 5.90989 -3.57852
90 C 1.94277 5.90231 -2.20193
91 H 4.95425 4.02359 -5.81680
92 H 3.89302 4.48550 -7.17284
93 H 3.38639 3.26377 -6.02319
94 H 1.58219 6.86468 -1.83873
95 H 2.78702 5.75128 -1.52922
96 H 1.27008 5.08163 -1.95277
97 C -8.71762 -0.41666 -7.08172
98 O -8.52931 -1.49402 -7.97724
99 C -7.28430 -2.07189 -8.09994
100 O -6.35822 -1.83953 -7.33901
101 O -7.35613 -3.03204 -9.04844
102 C -6.28014 -3.92752 -9.13985
103 H -7.78985 -0.25994 -6.53147
104 H -9.60056 -0.68311 -6.50076
105 H -8.83864 0.48764 -7.67815
106 H -6.53636 -4.98655 -9.17021
107 H -5.64069 -3.84658 -8.26084
108 H -5.73224 -3.73805 -10.06289
109 C 1.86190 8.17513 4.92553
110 O 3.24852 8.32545 5.25673
111 C 4.14658 7.27615 5.02339
112 O 3.87501 6.11753 4.65933
113 O 5.32838 7.71284 5.50774
114 C 6.51410 6.82658 5.34729
115 H 1.21409 7.78083 5.70845
116 H 1.60671 7.55837 4.06380
117 H 1.41415 9.14748 4.72023
118 H 6.97176 6.57101 6.30297
119 H 7.21414 7.47022 4.81459
120 H 6.40415 5.94309 4.71843
121 C -10.63785 -3.51671 -1.54564
122 O -10.32085 -4.70270 -2.24107
123 C -9.50197 -5.66874 -1.61666
124 O -8.79346 -5.50688 -0.62958
125 O -9.66582 -6.79562 -2.30159
126 C -9.09653 -8.00078 -1.91577
127 H -9.78816 -2.85538 -1.71530
128 H -10.75751 -3.71695 -0.48090
129 H -11.55499 -3.05314 -1.90903
130 H -9.21835 -8.17009 -0.84591
131 H -8.03012 -7.84897 -2.08257
132 H -9.51100 -8.86215 -2.43956
133 C 3.42184 6.68870 11.48435
134 O 3.09050 5.46210 10.79204
135 C 1.84503 5.36359 10.29771
136 O 1.10185 6.33690 10.21973
137 O 1.72715 4.11236 9.92988
138 C 0.56304 3.71231 9.19327
139 H 2.69538 6.86903 12.27672
140 H 3.33632 7.62550 10.93373
141 H 4.43814 6.60147 11.86854
142 H 0.74614 4.07152 8.18058
143 H -0.27921 4.22366 9.65935
144 H 0.51283 2.63268 9.33468
145 C 7.55014 -2.77868 -3.84406
146 O 8.61888 -3.70392 -4.09733
147 C 8.64247 -4.59735 -5.04211
148 O 7.69665 -4.86614 -5.79286
149 O 9.85003 -5.25430 -5.08094
150 C 10.03068 -6.39139 -5.97535
151 H 6.80786 -3.35310 -3.28984
152 H 7.09392 -2.32332 -4.72304
153 H 7.91852 -1.91050 -3.29754
154 H 11.04208 -6.46822 -6.37443
155 H 9.41335 -6.14765 -6.83997
156 H 9.68964 -7.29054 -5.46222
157 C -11.55992 4.99172 -1.81065
158 O -10.46468 4.18900 -1.30947
159 C -9.46555 4.79043 -0.71297
160 O -9.39190 6.01587 -0.38506
161 O -8.57907 3.86695 -0.40049
162 C -7.44176 4.19365 0.35756
163 H -12.28477 4.38039 -2.34822
164 H -11.12882 5.76101 -2.45130
165 H -12.14252 5.43260 -1.00177
166 H -7.64685 4.65002 1.32593
167 H -6.73518 4.85899 -0.13859
168 H -6.99349 3.25401 0.68044

Properties
Kohn-Sham gap (eV): 10.78
Charge: 0
Highest occupied orbital energy (eV): -10.58
Max |F| (eV/A): 5.08
Energy (eV): -130903.652
ΔE to the lowest compared entry with this formula, charge and spin (kJ/mol): 805.1